# 1
{
  "formula": "C27H59N3O4",
  "method": "ωB97M-V/def2-TZVPD",
  "de_lowest_kcal_mol": 22.0,
  "multiplicity": 1,
  "smiles": "CC1(C)CCCC(C)(C)N1O.CC1(C)CCCC(C)(C)N1O.CC1(C)CCCC(C)(C)N1O.O",
  "gap_ev": 8.7,
  "total_charge": 0,
  "total_energy_ha": -1529.25915,
  "symbols": ["C", "C", "C", "C", "C", "C", "C", "C", "C", "N", "O", "H", "H", "H", "H", "H", "H", "H", "H", "H", "H", "H", "H", "H", "H", "H", "H", "H", "H", "H", "C", "C", "C", "C", "C", "C", "C", "C", "C", "N", "O", "H", "H", "H", "H", "H", "H", "H", "H", "H", "H", "H", "H", "H", "H", "H", "H", "H", "H", "H", "C", "C", "C", "C", "C", "C", "C", "C", "C", "N", "O", "H", "H", "H", "H", "H", "H", "H", "H", "H", "H", "H", "H", "H", "H", "H", "H", "H", "H", "H", "O", "H", "H"],
  "coordinates": [[1.879, -3.844, -2.369], [2.271, -2.681, -1.415], [1.539, -2.943, -0.092], [3.781, -2.799, -1.114], [4.645, -2.229, -2.210], [4.236, -0.793, -2.573], [2.723, -0.591, -2.824], [2.369, 0.884, -2.549], [2.371, -0.975, -4.251], [1.921, -1.355, -1.848], [0.548, -1.228, -2.124], [2.458, -3.851, -3.290], [1.854, -4.839, -1.927], [0.828, -3.631, -2.608], [0.454, -2.969, -0.254], [1.753, -3.926, 0.339], [1.727, -2.217, 0.700], [3.962, -2.382, -0.115], [3.992, -3.858, -0.938], [5.676, -2.191, -1.852], [4.567, -2.880, -3.081], [4.756, -0.563, -3.506], [4.593, -0.081, -1.828], [2.363, 1.172, -1.495], [1.350, 1.075, -2.896], [3.007, 1.626, -3.037], [2.768, -1.977, -4.443], [2.814, -0.303, -4.988], [1.304, -1.036, -4.459], [0.228, -0.679, -1.393], [-5.130, -1.686, 1.110], [-4.746, -1.090, -0.245], [-3.637, -1.852, -0.951], [-6.064, -1.130, -1.062], [-6.157, -0.245, -2.292], [-5.722, 1.176, -1.917], [-4.366, 1.243, -1.172], [-3.229, 0.987, -2.150], [-4.240, 2.673, -0.637], [-4.454, 0.341, -0.014], [-3.331, 0.491, 0.840], [-6.016, -1.285, 1.590], [-5.182, -2.780, 1.089], [-4.301, -1.545, 1.815], [-3.793, -1.953, -2.027], [-2.666, -1.357, -0.879], [-3.528, -2.870, -0.573], [-6.212, -2.180, -1.339], [-6.911, -0.882, -0.421], [-5.505, -0.578, -3.108], [-7.178, -0.268, -2.671], [-6.460, 1.560, -1.206], [-5.654, 1.831, -2.785], [-3.296, 0.041, -2.687], [-2.211, 1.020, -1.749], [-3.236, 1.763, -2.922], [-4.890, 2.766, 0.231], [-4.377, 3.448, -1.392], [-3.212, 2.869, -0.309], [-2.548, 0.441, 0.258], [-0.760, 1.684, 3.174], [0.743, 1.757, 3.437], [0.979, 2.979, 4.327], [1.127, 0.478, 4.200], [2.619, 0.306, 4.408], [3.333, 0.380, 3.044], [3.001, 1.614, 2.188], [3.789, 2.819, 2.772], [3.482, 1.315, 0.775], [1.552, 1.776, 2.202], [1.107, 2.791, 1.313], [-1.005, 0.754, 2.650], [-1.399, 1.674, 4.052], [-1.067, 2.436, 2.444], [0.697, 3.875, 3.763], [0.392, 2.957, 5.243], [2.027, 3.097, 4.598], [0.625, 0.540, 5.170], [0.778, -0.423, 3.683], [2.942, 1.153, 5.025], [2.951, -0.603, 4.905], [3.156, -0.563, 2.519], [4.408, 0.343, 3.253], [4.814, 2.911, 2.414], [3.879, 2.726, 3.854], [3.252, 3.740, 2.534], [2.969, 0.462, 0.335], [4.564, 1.184, 0.789], [3.279, 2.160, 0.108], [1.497, 3.624, 1.628], [-0.412, 0.380, 0.198], [0.058, 1.159, 0.550], [0.135, -0.372, 0.463]],
  "forces_ev_per_a": [[-1.21, 0.96, -0.27], [0.51, -1.84, 0.81], [-0.94, -0.43, 0.19], [-0.59, 0.00, 0.63], [-0.09, 0.53, 0.43], [-0.17, -0.54, -0.28], [-0.16, 0.58, 0.49], [-0.56, 0.54, -0.23], [0.22, -0.58, -0.59], [1.00, 0.69, 0.53], [-0.15, -0.23, -0.09], [0.04, -0.07, -0.01], [0.46, 0.10, 0.29], [0.15, -0.17, -0.40], [0.07, 0.14, -0.08], [0.33, 0.02, -0.22], [0.29, 0.29, -0.18], [0.20, 0.59, -0.30], [-0.04, -0.07, -0.32], [0.12, -0.24, -0.33], [0.21, 0.05, -0.09], [-0.06, 0.33, 0.01], [-0.08, -0.09, 0.20], [0.13, -0.53, -0.15], [0.02, 0.01, -0.10], [0.18, -0.36, -0.30], [0.04, 0.07, -0.15], [0.07, 0.08, 0.13], [-0.09, 0.20, 0.31], [-0.18, 0.22, -0.27], [1.63, -0.75, 0.89], [-1.52, 0.83, -0.06], [0.59, -0.45, -0.36], [-0.06, -0.57, -0.30], [0.94, 0.36, -0.11], [-0.15, -0.41, 0.55], [-0.42, 0.30, -0.28], [0.66, -0.15, -0.81], [0.98, -0.08, 0.40], [-0.36, 0.08, 0.22], [0.19, 0.02, -0.65], [-0.14, 0.23, -0.36], [-0.43, 0.05, -0.44], [-0.09, 0.30, -0.08], [-0.27, 0.06, 0.04], [0.00, -0.08, 0.33], [0.00, 0.08, 0.12], [-0.04, 0.03, -0.03], [0.16, 0.13, 0.21], [-0.08, -0.27, 0.07], [0.00, 0.11, -0.06], [-0.06, 0.25, -0.16], [-0.16, 0.04, 0.00], [-0.19, 0.01, 0.07], [-0.18, 0.04, 0.39], [-0.12, 0.05, 0.08], [-0.13, 0.33, -0.15], [-0.61, -0.21, -0.13], [-0.10, -0.23, 0.26], [0.11, -0.10, 0.43], [-0.06, -0.76, -1.75], [0.34, -0.32, 1.11], [0.46, 0.50, -0.31], [0.11, -0.60, 0.38], [0.43, 1.30, -0.66], [0.22, -0.60, 0.80], [0.87, -0.47, 0.70], [-0.41, -0.02, 0.03], [-0.26, 0.79, -0.29], [-1.24, -0.57, -0.56], [0.49, 0.14, 0.29], [0.14, -0.07, 0.12], [0.31, 0.41, 0.28], [-0.13, 0.33, 0.45], [-0.08, 0.06, 0.17], [-0.14, -0.10, -0.06], [-0.10, -0.01, 0.11], [-0.11, -0.20, -0.06], [-0.35, 0.24, -0.12], [0.26, -0.22, 0.08], [-0.43, -0.11, 0.14], [-0.36, 0.18, -0.30], [0.07, 0.32, -0.24], [-0.12, -0.16, -0.36], [-0.16, 0.16, 0.01], [0.27, 0.19, 0.12], [0.12, -0.25, 0.18], [0.00, -0.28, -0.02], [0.07, 0.02, 0.14], [-0.21, 0.03, -0.13], [0.28, -0.03, -0.23], [-0.09, -0.31, -0.14], [-0.06, 0.18, 0.32]],
  "lowdin_charge": [-0.024, -0.520, -0.045, -0.147, -0.172, -0.116, -0.494, -0.029, -0.029, -0.102, -0.025, 0.066, 0.081, 0.082, 0.082, 0.088, 0.068, 0.113, 0.121, 0.112, 0.106, 0.118, 0.108, 0.044, 0.083, 0.090, 0.072, 0.088, 0.083, 0.053, -0.044, -0.500, -0.019, -0.147, -0.179, -0.135, -0.521, -0.033, -0.037, -0.096, -0.034, 0.082, 0.082, 0.079, 0.078, 0.068, 0.085, 0.123, 0.114, 0.103, 0.109, 0.121, 0.117, 0.069, 0.074, 0.093, 0.091, 0.085, 0.077, 0.044, -0.034, -0.505, -0.027, -0.139, -0.172, -0.135, -0.507, -0.016, -0.040, -0.093, -0.026, 0.071, 0.095, 0.087, 0.088, 0.091, 0.058, 0.124, 0.123, 0.099, 0.114, 0.111, 0.123, 0.087, 0.067, 0.077, 0.066, 0.093, 0.082, 0.093, -0.046, 0.038, 0.046]
}

# 2
{
  "formula": "C27H63Br9N6O14P2",
  "method": "ωB97M-V/def2-TZVPD",
  "multiplicity": 1,
  "gap_ev": 7.8,
  "total_charge": 0,
  "total_energy_ha": -26297.36692,
  "symbols": ["C", "Br", "Br", "Br", "H", "C", "Br", "Br", "Br", "H", "C", "Br", "Br", "Br", "H", "O", "P", "N", "C", "C", "N", "C", "C", "N", "C", "C", "H", "H", "H", "H", "H", "H", "H", "H", "H", "H", "H", "H", "H", "H", "H", "H", "H", "H", "O", "P", "N", "C", "C", "N", "C", "C", "N", "C", "C", "H", "H", "H", "H", "H", "H", "H", "H", "H", "H", "H", "H", "H", "H", "H", "H", "H", "H", "C", "O", "C", "O", "O", "C", "H", "H", "H", "H", "H", "H", "C", "O", "C", "O", "O", "C", "H", "H", "H", "H", "H", "H", "C", "O", "C", "O", "O", "C", "H", "H", "H", "H", "H", "H", "C", "O", "C", "O", "O", "C", "H", "H", "H", "H", "H", "H"],
  "coordinates": [[6.061, -1.180, -0.879], [5.204, -2.024, 0.623], [4.785, -0.585, -2.199], [7.456, -2.252, -1.614], [6.454, -0.269, -0.452], [-3.585, 3.816, 2.432], [-3.707, 4.791, 0.766], [-4.642, 2.224, 2.445], [-3.957, 4.947, 3.939], [-2.546, 3.533, 2.462], [2.993, -3.182, 3.874], [2.266, -1.565, 3.104], [2.455, -4.710, 2.853], [2.545, -3.295, 5.738], [4.068, -3.097, 3.827], [-1.141, 1.466, -1.538], [0.136, 0.981, -0.973], [0.369, 1.628, 0.546], [1.697, 1.556, 1.143], [-0.699, 2.324, 1.238], [1.508, 1.351, -1.855], [1.559, 0.750, -3.180], [1.868, 2.762, -1.861], [0.191, -0.659, -0.708], [1.322, -1.528, -0.867], [-1.036, -1.358, -0.376], [2.472, 1.751, 0.407], [1.818, 0.531, 1.514], [1.758, 2.210, 2.012], [-1.635, 1.762, 1.230], [-0.868, 3.289, 0.736], [-0.435, 2.564, 2.269], [0.799, 1.163, -3.858], [2.520, 0.884, -3.680], [1.341, -0.312, -3.070], [2.958, 2.864, -1.878], [1.465, 3.294, -2.728], [1.511, 3.287, -0.978], [1.678, -1.854, 0.126], [1.021, -2.476, -1.333], [2.163, -1.096, -1.393], [-1.381, -1.944, -1.232], [-1.832, -0.694, -0.047], [-0.817, -2.037, 0.459], [-4.528, -3.782, 5.148], [-3.386, -3.723, 4.236], [-2.932, -5.263, 3.790], [-3.246, -6.372, 4.682], [-1.890, -5.532, 2.820], [-1.998, -3.005, 4.833], [-1.514, -3.366, 6.138], [-1.147, -2.172, 4.018], [-3.605, -2.912, 2.803], [-4.019, -3.610, 1.568], [-3.953, -1.505, 2.849], [-2.986, -7.305, 4.178], [-4.313, -6.419, 4.892], [-2.693, -6.330, 5.627], [-2.224, -6.250, 2.067], [-0.999, -5.913, 3.330], [-1.653, -4.589, 2.333], [-2.296, -3.808, 6.752], [-0.654, -4.053, 6.140], [-1.126, -2.467, 6.633], [-1.712, -1.353, 3.572], [-0.373, -1.645, 4.575], [-0.691, -2.706, 3.177], [-4.631, -2.932, 0.979], [-3.168, -3.947, 0.981], [-4.636, -4.455, 1.874], [-3.244, -0.910, 2.254], [-3.831, -1.068, 3.845], [-4.976, -1.277, 2.542], [2.444, 5.921, 0.103], [1.927, 5.962, -1.223], [1.749, 7.155, -1.787], [2.008, 8.218, -1.290], [1.276, 6.952, -3.014], [0.749, 8.069, -3.729], [2.282, 6.881, 0.595], [3.526, 5.780, 0.087], [1.956, 5.116, 0.640], [0.665, 8.938, -3.070], [-0.260, 7.807, -4.028], [1.430, 8.370, -4.519], [1.901, -2.188, -5.692], [1.922, -2.632, -7.037], [1.691, -1.718, -7.972], [1.216, -0.625, -7.810], [2.064, -2.223, -9.145], [1.873, -1.399, -10.280], [1.667, -1.128, -5.610], [2.916, -2.271, -5.281], [1.281, -2.807, -5.051], [0.882, -0.936, -10.223], [1.922, -2.023, -11.162], [2.567, -0.559, -10.280], [-1.409, -1.116, -4.213], [-2.192, -2.095, -3.545], [-1.831, -3.347, -3.665], [-0.840, -3.785, -4.197], [-2.813, -4.086, -3.136], [-2.560, -5.480, -3.092], [-2.004, -0.446, -4.820], [-0.638, -1.574, -4.832], [-0.772, -0.578, -3.506], [-3.482, -5.983, -2.811], [-1.849, -5.710, -2.293], [-2.184, -5.883, -4.028], [2.803, 4.444, 5.050], [2.018, 4.470, 3.877], [1.013, 5.365, 3.869], [0.698, 6.052, 4.794], [0.463, 5.314, 2.662], [-0.565, 6.246, 2.349], [3.101, 5.422, 5.411], [3.718, 3.905, 4.776], [2.373, 3.786, 5.807], [-1.404, 6.194, 3.037], [-0.872, 6.023, 1.327], [-0.162, 7.259, 2.275]],
  "forces_ev_per_a": [[-0.27, 0.37, 0.27], [-0.20, -0.21, -0.03], [0.09, -0.13, -0.04], [0.03, 0.04, -0.05], [0.38, -0.03, -0.20], [0.22, 0.29, -0.32], [-0.26, -0.06, 0.02], [-0.05, -0.05, -0.04], [-0.01, -0.05, 0.02], [0.04, -0.14, 0.31], [-0.09, 0.33, 0.01], [0.18, 0.00, 0.00], [-0.02, -0.10, 0.07], [-0.07, -0.15, 0.03], [0.06, -0.06, -0.09], [-0.03, -0.28, 0.13], [-0.65, 0.05, 0.76], [0.56, 0.60, -0.25], [-0.81, -0.90, 0.43], [-0.02, 0.77, -0.62], [0.00, -0.13, 0.19], [-0.49, -0.23, -0.16], [0.40, 0.43, -0.12], [-0.02, 0.46, -1.14], [0.21, -0.96, 0.96], [0.19, -0.28, 0.32], [0.19, 0.16, 0.15], [0.46, 0.03, 0.01], [0.13, 0.24, -0.19], [0.03, -0.04, -0.03], [-0.34, -0.06, 0.16], [0.26, -0.31, 0.04], [0.03, 0.10, 0.10], [0.16, 0.02, 0.32], [0.20, -0.03, -0.28], [-0.03, -0.01, -0.08], [-0.08, -0.09, 0.00], [-0.11, -0.16, 0.03], [0.18, 0.14, -0.11], [0.00, 0.23, -0.42], [-0.09, 0.14, -0.02], [-0.17, -0.03, 0.10], [0.05, 0.19, -0.19], [-0.13, -0.05, -0.05], [-0.21, 0.02, 0.76], [0.86, -0.36, -0.65], [-0.63, -0.32, -0.23], [-0.25, -0.16, -0.18], [-0.01, 0.45, 0.55], [-0.48, 0.42, -0.02], [0.65, 0.19, 0.56], [-0.12, 0.54, -0.66], [-0.08, -0.02, -0.51], [-0.25, 0.12, 1.02], [0.60, 0.81, 0.29], [0.07, 0.03, 0.00], [0.04, 0.16, 0.14], [-0.01, -0.01, -0.02], [0.03, -0.06, -0.01], [0.15, 0.00, -0.21], [0.31, -0.10, -0.17], [-0.13, 0.10, -0.07], [-0.18, -0.16, -0.33], [-0.28, -0.04, 0.16], [0.00, -0.05, -0.06], [0.07, -0.50, 0.38], [0.25, -0.05, 0.17], [0.04, 0.00, -0.09], [0.00, -0.01, -0.14], [0.03, -0.19, -0.41], [-0.32, -0.11, -0.35], [-0.16, -0.43, 0.15], [-0.01, -0.27, -0.13], [0.43, 0.71, 0.27], [-0.17, -0.42, -0.19], [0.37, 0.19, -0.06], [-0.16, 0.09, 0.12], [-0.19, -0.37, -0.09], [0.02, 0.84, 0.91], [-0.22, -0.13, 0.05], [-0.05, -0.22, -0.17], [-0.06, -0.06, -0.06], [0.07, -0.18, 0.07], [0.14, -0.14, -0.50], [-0.17, -0.35, -0.33], [1.01, 0.46, 1.03], [0.05, -0.27, -0.05], [-0.12, 0.17, -0.23], [0.03, 0.20, 0.08], [0.29, -0.67, 0.15], [-0.98, 0.94, 0.21], [-0.45, -0.11, -0.18], [-0.01, -0.17, -0.28], [-0.42, -0.06, -0.40], [0.04, -0.17, -0.12], [0.31, -0.07, -0.01], [0.30, -0.26, -0.16], [1.86, 0.09, -0.12], [-0.42, 0.97, -0.05], [-0.10, -0.88, -0.51], [0.02, 0.12, 0.28], [0.01, 0.02, 0.06], [0.20, -0.73, 0.61], [-0.39, -0.03, 0.25], [-0.48, -0.36, -0.37], [-0.83, 0.25, 0.33], [-0.19, 0.26, -0.20], [0.15, 0.12, -0.19], [-0.01, 0.19, -0.10], [1.18, -1.18, 0.24], [-0.36, 0.31, -0.46], [0.36, -0.41, 0.08], [-0.25, 0.38, 0.10], [0.05, -0.31, -0.20], [0.06, 0.62, -0.63], [-0.42, 0.12, 0.11], [-0.08, 0.27, -0.22], [-0.43, 0.55, 0.20], [0.06, 0.00, 0.08], [-0.16, -0.38, 0.19], [0.02, -0.01, 0.50]],
  "lowdin_charge": [-1.646, 0.571, 0.627, 0.606, -0.034, -1.650, 0.601, 0.622, 0.610, -0.077, -1.621, 0.610, 0.588, 0.603, -0.037, -0.269, 0.513, -0.292, -0.090, -0.117, -0.291, -0.151, -0.114, -0.289, -0.131, -0.081, 0.067, 0.000, 0.080, 0.062, 0.068, 0.082, 0.095, 0.070, 0.048, 0.090, 0.095, 0.059, 0.043, 0.094, -0.001, 0.074, 0.078, 0.082, -0.270, 0.488, -0.310, -0.108, -0.118, -0.288, -0.122, -0.140, -0.293, -0.079, -0.156, 0.079, 0.077, 0.078, 0.086, 0.080, 0.049, 0.079, 0.062, 0.082, 0.051, 0.053, 0.052, 0.083, 0.061, 0.085, 0.058, 0.083, 0.084, -0.029, -0.007, -0.611, 0.122, 0.005, -0.030, 0.093, 0.102, 0.076, 0.091, 0.095, 0.096, -0.046, 0.027, -0.613, 0.119, 0.006, -0.046, 0.077, 0.097, 0.076, 0.096, 0.093, 0.099, -0.011, 0.019, -0.627, 0.112, 0.005, -0.051, 0.108, 0.070, 0.060, 0.093, 0.097, 0.095, -0.055, -0.018, -0.611, 0.151, -0.036, -0.044, 0.099, 0.094, 0.100, 0.056, 0.070, 0.105]
}